1.
Computed, not measured: a structure of composition C18H18BIIrN4S2 in a non-equilibrium geometry, with ωB97M-V/def2-TZVPD.

Element x y z (Å)
Ir (-0.54, -0.42, 0.77)
I (-2.19, -2.24, 1.70)
C (-3.58, -1.64, 0.28)
C (-4.86, -2.11, 0.31)
C (-5.75, -1.72, -0.70)
C (-5.31, -0.91, -1.72)
C (-3.98, -0.44, -1.76)
C (-3.51, 0.34, -2.85)
C (-2.22, 0.79, -2.90)
C (-1.35, 0.52, -1.84)
C (-1.75, -0.24, -0.74)
C (-3.08, -0.78, -0.71)
H (-5.20, -2.77, 1.10)
H (-6.77, -2.07, -0.68)
H (-5.98, -0.63, -2.52)
H (-4.21, 0.57, -3.65)
H (-1.88, 1.37, -3.74)
H (-0.34, 0.93, -1.88)
C (3.06, -2.50, -2.43)
N (2.93, -1.14, -1.91)
C (3.66, -0.05, -2.35)
C (3.24, 1.02, -1.65)
N (2.29, 0.58, -0.75)
B (1.45, 1.44, 0.20)
N (1.92, 1.42, 1.66)
C (3.20, 1.76, 2.10)
C (3.17, 1.79, 3.44)
N (1.88, 1.46, 3.83)
C (1.40, 1.35, 5.21)
C (1.15, 1.25, 2.73)
S (-0.53, 0.77, 2.80)
C (2.11, -0.73, -0.94)
S (1.02, -1.79, -0.08)
H (3.28, -2.44, -3.49)
H (2.13, -3.03, -2.28)
H (3.87, -3.02, -1.92)
H (4.40, -0.14, -3.13)
H (3.53, 2.06, -1.71)
H (0.28, 0.87, 0.18)
H (1.26, 2.54, -0.22)
H (4.01, 1.97, 1.42)
H (3.94, 2.00, 4.16)
H (2.16, 1.76, 5.87)
H (1.21, 0.31, 5.46)
H (0.49, 1.93, 5.33)

Output
charge	+2
<S²>	0.78
multiplicity	2
energy	-2138.5330	a.u.
HOMO-LUMO gap (alpha / beta)	6.1491 / 5.6149	eV

=====

2.
Computed, not measured: a structure of composition C19H30N3 in a non-equilibrium geometry, with ωB97M-V/def2-TZVPD.

Element x y z (Å)
C (1.78, 3.71, -3.86)
C (0.40, 3.10, -4.08)
C (0.26, 1.70, -3.50)
N (0.72, 1.62, -2.12)
C (0.02, 0.84, -1.27)
C (0.32, 0.60, 0.06)
C (-0.58, -0.04, 1.02)
C (-0.24, 0.35, 2.48)
C (-1.23, 0.75, 3.39)
C (-0.88, 1.04, 4.72)
C (0.45, 0.96, 5.15)
C (1.42, 0.54, 4.24)
C (1.09, 0.26, 2.91)
C (2.05, 2.16, -1.83)
C (2.23, 3.57, -2.40)
H (2.50, 3.21, -4.52)
H (1.76, 4.77, -4.13)
H (-0.35, 3.76, -3.62)
H (0.17, 3.05, -5.14)
H (-0.79, 1.39, -3.52)
H (0.85, 0.99, -4.11)
H (-0.90, 0.37, -1.67)
H (1.27, 0.95, 0.46)
H (-1.65, -0.01, 0.77)
H (-2.28, 0.83, 3.06)
H (-1.66, 1.33, 5.42)
H (0.72, 1.24, 6.17)
H (2.45, 0.42, 4.56)
H (1.88, -0.02, 2.21)
H (2.23, 2.18, -0.75)
H (2.81, 1.49, -2.28)
H (3.29, 3.84, -2.31)
H (1.66, 4.27, -1.79)
N (-1.35, -1.60, -2.16)
C (-1.95, -2.56, -1.25)
C (-1.02, -2.97, -0.13)
C (-1.65, -4.01, 0.79)
C (-1.05, -3.83, 2.18)
C (-0.45, -2.42, 2.21)
N (-0.39, -1.90, 0.81)
H (-0.47, -1.95, -2.52)
H (-1.96, -1.42, -2.95)
H (-2.91, -2.21, -0.86)
H (-2.17, -3.49, -1.82)
H (-0.17, -3.47, -0.63)
H (-2.74, -3.88, 0.81)
H (-1.46, -5.04, 0.42)
H (-1.81, -3.89, 2.96)
H (-0.28, -4.57, 2.41)
H (-1.09, -1.77, 2.80)
H (0.54, -2.39, 2.67)
H (0.60, -1.86, 0.55)

Output
charge	+1
energy	-905.9849	a.u.
HOMO-LUMO gap	8.0626	eV

=====

3.
Computed, not measured: a structure of composition C25H29Cl12FN2O3S in a non-equilibrium geometry, with ωB97M-V/def2-TZVPD.

Element x y z (Å)
C (3.80, -2.15, 2.05)
C (4.64, -1.89, 0.68)
C (4.29, -2.95, -0.49)
C (4.27, -2.32, -1.98)
C (3.07, -2.93, -2.89)
C (1.87, -1.88, -3.18)
C (0.54, -2.34, -2.35)
C (-0.22, -1.08, -1.74)
C (-1.62, -0.52, -2.18)
C (-2.39, -1.33, -3.35)
O (-2.56, -2.71, -2.94)
C (-3.70, -2.89, -2.09)
C (-4.91, -3.70, -2.69)
C (-6.14, -3.95, -1.76)
C (-6.27, -3.42, -0.29)
C (-5.06, -2.61, 0.31)
C (-3.83, -2.40, -0.62)
C (-2.32, 0.73, -1.54)
C (-3.75, 1.27, -2.01)
O (-3.62, 1.68, -3.40)
O (-4.70, 2.39, -3.82)
C (-1.52, 1.45, -0.37)
N (-1.96, 2.63, 0.39)
S (-0.71, 2.93, 1.54)
N (0.46, 1.71, 1.27)
C (-0.10, 0.94, 0.16)
C (0.49, -0.31, -0.57)
F (1.76, -0.84, -0.13)
H (3.11, -1.26, 2.29)
H (4.55, -2.27, 2.91)
H (3.13, -3.08, 1.91)
H (4.29, -0.85, 0.30)
H (5.77, -1.80, 0.85)
H (3.28, -3.44, -0.21)
H (5.09, -3.77, -0.45)
H (5.26, -2.59, -2.48)
H (4.19, -1.17, -1.93)
H (2.64, -3.90, -2.43)
H (3.56, -3.15, -3.92)
H (2.14, -0.79, -2.95)
H (1.66, -1.94, -4.32)
H (-0.07, -2.97, -3.07)
H (0.83, -3.01, -1.44)
H (-3.34, -0.81, -3.72)
H (-1.67, -1.34, -4.25)
H (-4.86, -4.11, -3.77)
H (-7.03, -4.57, -2.14)
H (-7.18, -3.61, 0.36)
H (-5.04, -2.19, 1.37)
H (-2.94, -1.81, -0.19)
H (-3.98, 2.24, -1.41)
H (-4.61, 0.53, -1.82)
H (-5.53, 2.02, -3.44)
C (0.28, 4.22, 5.32)
Cl (-0.65, 3.20, 6.42)
Cl (0.52, 3.40, 3.77)
Cl (-0.52, 5.78, 5.08)
H (1.26, 4.40, 5.77)
C (-2.33, 9.13, 7.00)
Cl (-1.42, 7.72, 7.55)
Cl (-1.77, 10.59, 7.82)
Cl (-2.19, 9.31, 5.24)
H (-3.38, 8.98, 7.24)
C (4.29, -2.03, -6.85)
Cl (3.09, -0.73, -6.72)
Cl (5.70, -1.67, -5.85)
Cl (3.57, -3.58, -6.38)
H (4.61, -2.10, -7.89)
C (3.29, 3.92, 8.13)
Cl (2.35, 2.90, 9.24)
Cl (3.53, 3.10, 6.58)
Cl (2.49, 5.48, 7.90)
H (4.27, 4.10, 8.58)

Output
energy	-7325.0322	a.u.
HOMO-LUMO gap	7.1502	eV

=====

4.
Computed, not measured: a structure of composition CH4AgBrNO5PS2, with ωB97M-V/def2-TZVPD.

Element x y z (Å)
C (2.38, -0.94, 0.15)
P (1.23, 0.16, -0.74)
O (1.88, 1.65, -0.43)
S (-0.25, 0.17, 0.88)
O (-0.06, 1.34, 1.74)
O (-0.24, -1.13, 1.49)
N (-1.68, 0.52, 0.15)
S (-2.45, -0.64, -0.66)
O (-3.50, -1.22, 0.11)
O (-1.54, -1.47, -1.38)
Br (-3.45, 0.65, -2.17)
H (1.88, -1.90, 0.22)
H (3.27, -1.04, -0.48)
H (2.65, -0.59, 1.14)
H (2.09, 2.05, -1.29)
Ag (-2.22, 2.36, 1.26)

Output
energy	-4330.1313	a.u.
HOMO-LUMO gap	7.8600	eV

=====

5.
Computed, not measured: the molecule C7H13NO2, with ωB97M-V/def2-TZVPD.

Element x y z (Å)
C (2.64, 0.25, 0.30)
C (1.51, -0.09, -0.67)
O (2.07, -0.83, -1.75)
C (0.40, -0.91, -0.03)
C (-0.58, -0.18, 0.93)
C (-0.90, 1.27, 0.57)
N (-1.91, 1.19, -0.51)
C (-2.46, -0.10, -0.49)
O (-3.13, -0.57, -1.37)
C (-1.99, -0.78, 0.78)
H (2.85, -0.58, 0.97)
H (3.54, 0.48, -0.27)
H (2.39, 1.12, 0.92)
H (1.09, 0.85, -1.04)
H (1.67, -0.54, -2.58)
H (-0.15, -1.40, -0.84)
H (0.87, -1.72, 0.54)
H (-0.21, -0.26, 1.95)
H (-0.06, 1.90, 0.28)
H (-1.38, 1.74, 1.43)
H (-1.59, 1.42, -1.44)
H (-2.06, -1.86, 0.72)
H (-2.62, -0.42, 1.61)

Output
energy	-479.7687	a.u.
HOMO-LUMO gap	10.4087	eV

=====

6.
Computed, not measured: a structure of composition C3H3NO2 in a non-equilibrium geometry, with ωB97M-V/def2-TZVPD.

Element x y z (Å)
O (-0.65, 1.46, 0.29)
C (0.01, 0.27, 0.12)
C (-0.97, -0.91, 0.23)
O (-0.63, -2.05, 0.09)
C (1.19, -0.04, -0.61)
N (2.08, -0.65, -1.05)
H (-0.23, 2.17, -0.21)
H (1.25, 0.38, 0.74)
H (-2.04, -0.64, 0.41)

Output
energy	-321.2083	a.u.
HOMO-LUMO gap	9.4084	eV

=====

7.
Computed, not measured: a structure of composition C37H38N5NaO6P2S2, with ωB97M-V/def2-TZVPD.

Element x y z (Å)
Na (0.38, 0.29, 0.81)
O (4.66, -1.59, 0.31)
C (3.60, -1.04, 0.65)
O (3.02, -0.04, 0.16)
C (2.92, -1.63, 1.91)
C (3.59, -2.55, 2.71)
C (3.02, -2.91, 3.92)
C (1.82, -2.33, 4.31)
C (1.21, -1.43, 3.44)
N (1.74, -1.14, 2.26)
C (-0.07, -0.68, 3.85)
O (-0.54, -0.97, 4.96)
O (-0.50, 0.17, 3.03)
H (4.55, -2.92, 2.37)
H (3.52, -3.63, 4.57)
H (1.35, -2.53, 5.26)
C (3.75, 1.37, 3.37)
P (2.27, 2.11, 2.57)
C (1.57, 3.08, 3.98)
C (3.05, 3.47, 1.60)
C (2.02, 4.11, 0.65)
P (1.42, 2.88, -0.60)
C (0.36, 4.00, -1.60)
C (2.95, 2.82, -1.62)
H (3.42, 0.60, 4.07)
H (4.37, 2.10, 3.89)
H (4.33, 0.87, 2.59)
H (2.31, 3.69, 4.50)
H (1.12, 2.38, 4.68)
H (0.78, 3.72, 3.59)
H (3.86, 3.02, 1.03)
H (3.50, 4.23, 2.26)
H (2.45, 4.97, 0.14)
H (1.15, 4.46, 1.21)
H (0.90, 4.86, -2.01)
H (-0.45, 4.35, -0.96)
H (-0.10, 3.43, -2.41)
H (3.43, 3.80, -1.72)
H (2.75, 2.43, -2.62)
H (3.63, 2.10, -1.15)
C (-3.68, 3.16, 0.54)
C (-2.84, 2.04, -0.03)
N (-1.72, 1.69, 0.50)
O (-1.38, 2.55, 1.60)
C (-3.38, 1.34, -1.19)
C (-4.87, 1.34, -1.43)
N (-2.56, 0.71, -1.99)
O (-3.06, 0.08, -3.01)
H (-3.05, 3.94, 0.98)
H (-4.32, 2.78, 1.33)
H (-4.31, 3.59, -0.23)
H (-0.99, 1.92, 2.24)
H (-5.44, 1.23, -0.50)
H (-5.08, 0.50, -2.09)
H (-5.23, 2.25, -1.93)
S (-2.02, -3.92, 3.94)
C (-3.07, -5.02, 4.70)
C (-3.86, -5.68, 3.80)
C (-3.60, -5.28, 2.46)
C (-2.62, -4.32, 2.37)
C (-2.09, -3.68, 1.16)
C (-1.31, -2.51, 1.24)
N (-0.78, -1.90, 0.21)
C (-1.02, -2.40, -1.02)
C (-1.81, -3.55, -1.22)
C (-2.05, -4.02, -2.55)
C (-1.56, -3.35, -3.62)
C (-0.76, -2.18, -3.45)
C (-0.30, -1.43, -4.54)
C (0.41, -0.28, -4.31)
C (0.68, 0.06, -2.97)
N (0.28, -0.61, -1.93)
C (-0.46, -1.71, -2.16)
C (0.86, 0.57, -5.42)
C (1.07, 0.22, -6.73)
C (1.48, 1.31, -7.54)
C (1.57, 2.47, -6.85)
S (1.16, 2.26, -5.20)
C (-2.32, -4.19, -0.09)
H (-3.07, -5.13, 5.77)
H (-4.60, -6.42, 4.08)
H (-4.13, -5.66, 1.61)
H (-1.13, -2.04, 2.20)
H (-2.67, -4.90, -2.69)
H (-1.77, -3.69, -4.63)
H (-0.57, -1.74, -5.54)
H (1.27, 0.95, -2.75)
H (0.95, -0.79, -7.08)
H (1.70, 1.22, -8.60)
H (1.86, 3.44, -7.22)
H (-2.91, -5.10, -0.23)

Output
charge	-2
energy	-3799.4526	a.u.
HOMO-LUMO gap	5.1974	eV

=====

8.
Computed, not measured: a cluster of 2 separate species, C5H10O2 in total, with ωB97M-V/def2-TZVPD.

Element x y z (Å)
C (1.47, -0.29, -1.13)
C (0.89, 0.52, 0.02)
O (0.33, 1.73, -0.46)
C (-0.96, 1.94, 0.11)
C (-1.27, 0.70, 0.90)
C (-0.24, -0.13, 0.78)
O (-0.07, -1.36, 1.35)
H (2.23, 0.30, -1.65)
H (0.68, -0.57, -1.83)
H (1.96, -1.21, -0.77)
H (1.69, 0.74, 0.75)
H (-1.67, 2.11, -0.72)
H (-0.96, 2.86, 0.72)
H (-2.19, 0.53, 1.44)
H (-1.28, -3.06, -0.57)
H (-1.28, -3.04, 0.16)
H (0.66, -1.79, 0.89)

Output
energy	-346.9226	a.u.
HOMO-LUMO gap	9.5840	eV

=====

9.
Computed, not measured: a structure of composition F4Sr4 in a non-equilibrium geometry, with ωB97M-V/def2-TZVPD.

Element x y z (Å)
Sr (1.35, 21.14, -19.39)
Sr (3.99, 22.93, -21.82)
Sr (6.15, 22.34, -18.16)
Sr (4.83, 19.00, -20.34)
F (6.24, 19.84, -18.28)
F (3.98, 21.54, -19.18)
F (2.93, 20.09, -21.32)
F (6.09, 21.28, -21.23)

Output
charge	+3
<S²>	0.75
multiplicity	2
energy	-521.6099	a.u.
HOMO-LUMO gap (alpha / beta)	4.7315 / 9.7555	eV

=====

10.
Computed, not measured: the molecule C5H7NO, with ωB97M-V/def2-TZVPD.

Element x y z (Å)
O (-3.07, -0.30, 0.57)
C (-2.30, 0.61, 0.34)
N (-0.97, 0.46, 0.08)
C (-0.33, -0.82, 0.29)
C (0.98, -0.94, -0.50)
C (1.85, 0.23, -0.34)
C (2.54, 1.22, -0.23)
H (-2.61, 1.67, 0.31)
H (-0.38, 1.28, 0.05)
H (-1.02, -1.60, -0.04)
H (-0.14, -0.98, 1.36)
H (1.51, -1.83, -0.17)
H (0.76, -1.07, -1.57)
H (3.18, 2.07, -0.14)

Output
energy	-324.6611	a.u.
HOMO-LUMO gap	10.6718	eV

=====

11.
Computed, not measured: a structure of composition C20H19AsIrN4O11S2, with ωB97M-V/def2-TZVPD.

Element x y z (Å)
Ir (0.24, 0.95, 0.79)
O (3.04, -0.89, -1.27)
As (1.37, -1.30, -1.42)
O (0.95, -1.73, -2.92)
O (0.55, 0.20, -0.98)
C (0.76, -2.52, -0.06)
C (-0.21, -3.39, -0.54)
C (-0.86, -4.26, 0.32)
C (-0.54, -4.27, 1.67)
C (0.45, -3.42, 2.15)
C (1.09, -2.54, 1.30)
S (2.38, -1.52, 2.00)
O (3.57, -1.79, 1.23)
O (2.43, -1.81, 3.41)
O (1.94, -0.09, 1.76)
H (3.39, -1.14, -0.38)
H (-0.45, -3.37, -1.60)
H (-1.62, -4.93, -0.06)
H (-1.04, -4.95, 2.35)
H (0.73, -3.43, 3.20)
O (-1.97, 4.49, 2.04)
C (-1.35, 3.54, 1.70)
O (-0.72, 2.57, 2.13)
C (-1.37, 3.41, -0.31)
O (-1.39, 4.49, -0.80)
O (-1.35, 2.21, -0.56)
N (1.66, 2.64, 0.41)
C (1.91, 2.89, -0.71)
N (2.20, 3.18, -1.93)
C (1.42, 4.19, -2.66)
C (0.60, 3.49, -3.73)
O (1.44, 2.73, -4.57)
C (2.07, 1.68, -3.85)
C (2.98, 2.24, -2.77)
H (2.12, 4.89, -3.12)
H (0.78, 4.73, -1.96)
H (0.10, 4.23, -4.36)
H (-0.15, 2.85, -3.26)
H (2.65, 1.10, -4.56)
H (1.31, 1.03, -3.41)
H (3.80, 2.80, -3.21)
H (3.37, 1.45, -2.14)
N (0.04, 0.03, 4.12)
C (-0.93, -0.50, 3.35)
N (-1.08, -0.25, 2.07)
C (-2.17, -0.94, 1.53)
C (-2.58, -0.90, 0.21)
C (-3.67, -1.68, -0.16)
C (-4.34, -2.47, 0.76)
C (-3.95, -2.50, 2.09)
C (-2.86, -1.72, 2.46)
S (-2.12, -1.57, 4.03)
H (0.88, 0.35, 3.65)
H (0.21, -0.39, 5.02)
H (-2.06, -0.29, -0.52)
H (-4.00, -1.66, -1.19)
H (-5.19, -3.06, 0.45)
H (-4.47, -3.10, 2.82)

Output
<S²>	8.76
multiplicity	6
energy	-4956.6110	a.u.
HOMO-LUMO gap (alpha / beta)	8.4203 / 6.7384	eV

=====

12.
Computed, not measured: a structure of composition C2H6NO2S in a non-equilibrium geometry, with ωB97M-V/def2-TZVPD.

Element x y z (Å)
C (-0.86, -0.10, 1.34)
C (0.23, 0.52, -1.87)
N (0.18, 0.72, 0.98)
O (2.37, 0.82, -0.12)
O (-0.58, -1.52, 1.24)
S (1.08, 0.00, -0.11)
H (0.21, -1.89, 1.71)
H (-1.87, -0.11, 0.71)
H (-1.20, -0.08, 2.48)
H (-0.05, 1.49, -1.77)
H (1.10, 0.17, -2.60)
H (-0.62, -0.01, -2.01)

Output
charge	-1
energy	-683.1568	a.u.
HOMO-LUMO gap	6.8307	eV